Record 1
A cluster of 3 separate species, C10H25O5P in total in a non-equilibrium geometry. Source: the OMol25 dataset; level of theory: the ωB97M-V functional and the def2-TZVPD basis.

Output
Kohn-Sham gap: 9.66 eV
E_tot: -1113.4277 Eh
E_LUMO: 0.678 eV
E_HOMO: -9.0 eV
SMILES: COCCOC.COCCOC.O=CCP

Geometry as ORCA input:
```
! RIJCOSX wB97M-V def2-TZVPD def2/J DEFGRID3
* xyz 0 1
P -2.169 1.223 0.202
O -0.621 2.042 -5.869
O 0.832 0.665 0.562
O -1.170 0.641 -3.341
O 1.793 -1.903 5.724
O 1.286 -2.969 3.024
C 0.563 1.830 0.432
C 2.566 -2.828 3.610
C -0.808 2.422 0.619
C 0.468 -2.259 6.072
C -0.875 -0.592 -3.973
C -0.166 1.623 -3.520
C -0.541 2.632 -4.584
C 0.686 -1.729 2.672
C -1.945 1.758 -6.281
C 2.521 -2.959 5.117
H -0.557 -0.448 -5.008
H 0.461 -2.924 6.942
H -0.049 -2.746 5.242
H -2.505 1.231 -5.505
H -2.474 2.679 -6.547
H 3.013 -1.868 3.331
H -0.924 2.738 1.658
H -3.033 2.048 -0.545
H -0.359 -1.929 2.441
H 2.092 -3.927 5.395
H -1.785 -1.190 -3.959
H -0.047 2.150 -2.566
H -1.489 3.115 -4.323
H -0.093 -1.129 -3.425
H 0.232 3.406 -4.625
H 0.737 -1.013 3.497
H -1.882 1.124 -7.164
H -0.873 3.339 0.030
H -2.885 1.222 1.416
H 0.792 1.155 -3.766
H -0.059 -1.341 6.328
H 1.361 2.558 0.178
H 1.162 -1.304 1.791
H 3.201 -3.625 3.209
H 3.542 -2.917 5.508
*
```

=====

Record 2
A structure of composition C10H26Cl2LuNO3P2 in a non-equilibrium geometry. Source: the OMol25 dataset; level of theory: the ωB97M-V functional and the def2-TZVPD basis.

Output
Kohn-Sham gap: 8.04 eV
E_tot: -3515.2241 Eh
E_LUMO: -6.871 eV
E_HOMO: -14.9 eV

Geometry as ORCA input:
```
! RIJCOSX wB97M-V def2-TZVPD def2/J DEFGRID3
* xyz 2 1
Lu 0.000 0.000 0.000
Cl -1.038 0.375 -5.006
Cl -1.810 -0.186 -1.543
P 0.000 -2.317 0.053
P -0.219 2.294 -0.245
O 1.461 0.612 -4.188
O -0.702 0.416 2.076
O -0.506 -1.585 3.174
N -0.130 1.336 4.826
C -0.008 2.873 -1.970
C 0.790 0.330 -5.127
C -1.876 2.929 0.209
C 1.232 -0.086 -6.500
C -0.792 -0.316 3.168
C 1.230 -3.145 1.129
C -1.147 0.348 4.464
C -1.593 -3.042 0.591
C 0.278 -3.090 -1.585
C 0.923 3.366 0.707
H -2.383 -2.634 -0.045
H -1.576 -4.135 0.516
H -1.791 -2.749 1.626
H -0.464 -2.687 -2.279
H -0.203 3.948 -2.053
H -1.961 4.001 -0.004
H -0.705 2.316 -2.601
H 0.828 0.612 -7.237
H 1.955 3.131 0.431
H 0.725 4.425 0.509
H 1.084 -2.821 2.162
H 1.275 -2.822 -1.945
H 0.801 3.167 1.775
H 1.012 2.658 -2.300
H 2.322 -0.102 -6.540
H -0.384 1.773 5.741
H 0.823 -1.076 -6.726
H -2.051 2.752 1.274
H 2.238 -2.854 0.819
H -1.208 -0.417 5.270
H 0.802 0.869 4.924
H -2.141 0.838 4.370
H 0.188 -4.180 -1.528
H 1.133 -4.234 1.071
H -2.621 2.372 -0.365
H -0.070 2.084 4.097
*
```

=====

Record 3
A cluster of 3 separate species, C10H26ClFN2O4S in total in a non-equilibrium geometry. Source: the OMol25 dataset; level of theory: the ωB97M-V functional and the def2-TZVPD basis.

Output
Kohn-Sham gap: 9.82 eV
E_tot: -1765.2583 Eh
E_LUMO: 0.490 eV
E_HOMO: -9.3 eV
SMILES: CCCNN(C[C@H](C)Cl)S(=O)(=O)F.CCO.CCO

Geometry as ORCA input:
```
! RIJCOSX wB97M-V def2-TZVPD def2/J DEFGRID3
* xyz 0 1
Cl -1.055 3.174 0.039
S -2.286 -0.780 -2.797
F -3.416 0.061 -2.136
O -2.650 -2.145 -2.643
O 2.238 -2.034 0.940
O -3.112 1.525 1.928
O -2.036 -0.288 -4.104
N -1.016 -0.459 -1.733
N 0.212 -0.473 -2.438
C -2.847 2.375 4.196
C 3.504 -1.982 3.025
C -1.203 0.622 -0.752
C -1.602 2.017 -1.260
C 2.145 -1.887 2.358
C 2.388 -1.531 -2.594
C 0.955 -1.708 -2.125
C -0.994 2.471 -2.576
C -3.045 1.163 3.304
C 3.245 -0.673 -1.612
H 2.341 -0.988 -3.537
H -3.659 3.088 4.050
H -1.974 0.292 -0.057
H 3.961 -2.955 2.834
H -1.043 3.554 -2.635
H -2.817 2.088 5.248
H 0.913 -1.914 -1.056
H 4.175 -1.220 2.628
H 3.796 0.060 -2.194
H -2.675 2.151 -1.289
H 3.914 -1.320 -1.061
H 0.463 -2.532 -2.638
H -0.281 0.700 -0.181
H -2.233 0.442 3.454
H 2.872 -2.492 -2.736
H 2.597 -0.135 -0.925
H 1.698 -0.910 2.535
H 0.769 0.311 -2.126
H -2.283 1.958 1.690
H 0.021 2.123 -2.731
H 3.421 -1.848 4.104
H -1.913 2.885 3.951
H 2.618 -2.899 0.762
H 1.468 -2.649 2.760
H -1.587 2.096 -3.408
H -3.985 0.664 3.538
*
```

=====

Record 4
A structure of composition C10H26InNO2PS in a non-equilibrium geometry. Source: the OMol25 dataset; level of theory: the ωB97M-V functional and the def2-TZVPD basis.

Output
Kohn-Sham gap: 7.12 eV
E_tot: -1531.5131 Eh
E_LUMO: 2.837 eV
E_HOMO: -4.3 eV

Geometry as ORCA input:
```
! RIJCOSX wB97M-V def2-TZVPD def2/J DEFGRID3
* xyz -1 1
In -2.011 0.042 -0.653
S -3.438 0.985 2.793
P -3.096 -0.566 1.603
O -0.312 1.213 -0.289
O -1.643 -3.072 -0.832
N -4.781 1.461 -0.947
C 0.272 0.849 0.937
C 2.488 1.784 -0.003
C 3.286 -0.681 0.136
C -3.542 1.221 -1.762
C 2.974 0.524 -0.747
C 1.527 1.658 1.192
C 2.199 1.225 2.499
C 2.074 0.109 -1.930
C -0.573 -3.157 0.088
C -1.565 -1.901 -1.683
H -5.323 0.606 -0.920
H 1.476 0.959 -2.228
H 0.461 -0.231 1.027
H -3.841 0.670 -2.648
H -3.161 2.179 -2.087
H 2.691 -0.149 -2.785
H -2.349 -2.046 -2.420
H 0.017 -4.052 -0.109
H 2.162 0.145 2.600
H 3.368 2.331 0.338
H 3.252 1.489 2.486
H -4.304 -1.243 1.317
H 3.928 0.793 -1.197
H -4.511 1.662 0.010
H -0.619 -1.933 -2.228
H 1.985 2.421 -0.723
H 0.075 -2.290 -0.007
H 3.880 -0.374 0.990
H -2.311 -1.551 2.248
H 2.405 -1.230 0.440
H 1.433 -0.717 -1.656
H -0.954 -3.231 1.105
H 1.736 1.701 3.355
H 3.903 -1.371 -0.437
H -0.420 1.102 1.752
H 1.161 2.666 1.376
*
```

=====

Record 5
A structure of composition C10H26MgO8S3 in a non-equilibrium geometry. Source: the OMol25 dataset; level of theory: the ωB97M-V functional and the def2-TZVPD basis.

Output
Kohn-Sham gap: 7.88 eV
E_tot: -2393.1208 Eh
E_LUMO: 0.412 eV
E_HOMO: -7.5 eV

Geometry as ORCA input:
```
! RIJCOSX wB97M-V def2-TZVPD def2/J DEFGRID3
* xyz 0 1
S -5.196 -6.979 16.529
S -6.247 -8.875 10.075
S -8.295 -10.041 13.697
Mg -5.612 -7.855 13.239
O -5.684 -7.639 15.179
O -4.162 -2.935 11.559
O -3.845 -8.253 13.364
O -5.712 -8.206 11.362
O -4.635 -4.863 10.704
O -5.803 -3.083 10.070
O -6.893 -9.410 13.386
O -6.822 -6.505 12.892
C -3.646 -5.974 16.002
C -6.326 -5.537 16.651
C -6.876 -7.612 8.909
C -3.081 -3.811 11.936
C -9.192 -10.203 12.066
C -9.170 -8.456 14.255
C -3.576 -5.189 11.607
C -4.891 -3.551 10.649
C -4.760 -9.304 9.035
C -2.641 -3.470 13.342
H -7.893 -7.877 8.620
H -3.469 -5.108 16.639
H -3.577 -3.445 13.901
H -9.976 -8.786 14.911
H -4.114 -5.673 12.422
H -6.031 -4.846 15.862
H -2.094 -4.223 13.908
H -7.462 -5.768 12.858
H -6.190 -5.006 17.593
H -7.375 -5.810 16.542
H -8.546 -7.730 14.777
H -2.263 -3.659 11.232
H -4.281 -10.238 9.328
H -8.816 -10.944 11.360
H -2.882 -5.862 11.104
H -10.279 -10.116 12.039
H -4.196 -8.397 9.255
H -9.665 -7.949 13.427
H -6.252 -7.237 8.098
H -2.121 -2.522 13.479
H -3.122 -8.876 13.156
H -7.253 -6.774 9.495
H -4.112 -5.411 15.193
H -2.665 -6.341 15.699
H -8.905 -9.317 11.499
H -5.205 -9.239 8.042
*
```